No. 1
# C30H42AlF6LiN3O17P2S

C30H42AlF6LiN3O17P2S as an isolated structure in a non-equilibrium geometry (ωB97M-V/def2-TZVPD, the OMol25 dataset).

Output
Energy relative to the best compared isomer or geometry (same formula, charge and spin) (kcal/mol): 0.00
Energy (eV): -123578.1234
LUMO level (eV): -3.41

```
! wB97M-V def2-TZVPD RIJCOSX def2/J DEFGRID3
* xyz -1 1
H 2.01 -4.14 3.80
C 0.56 1.40 8.66
H -1.25 -1.51 1.96
C -0.59 -1.36 2.85
S 4.46 3.75 0.72
C -0.31 -1.11 5.37
F -0.14 0.04 -3.55
H -5.52 0.14 -4.77
O -6.04 -1.21 1.53
C 1.73 -1.03 3.92
H -1.54 1.21 9.50
O 1.28 -4.13 3.14
H 4.35 1.38 -0.20
C -3.93 1.35 -2.96
H 2.82 -0.92 3.75
C -2.68 0.82 -1.01
H -3.58 -0.70 0.22
H 3.44 4.46 1.33
C 3.95 3.36 -1.03
H -1.81 0.97 -0.37
H -2.07 2.29 -2.46
H 1.82 -0.84 6.13
O 1.48 2.46 0.56
H -5.52 -0.97 -1.32
F 0.44 2.21 -3.54
H -4.66 -1.21 -9.33
O -2.92 -2.57 1.49
F 1.86 1.67 -4.84
H 4.19 -0.63 -2.91
P 0.35 1.07 -4.71
F 0.19 1.39 -6.29
H 4.19 -3.83 1.64
Al 7.92 -1.95 -2.62
C 1.08 1.41 1.00
C 0.88 -1.19 2.74
H -0.29 2.54 3.76
N 3.55 -4.56 1.96
H 0.99 1.15 7.68
P 2.04 -4.12 1.69
H -5.24 0.38 -9.91
H 2.87 0.81 -2.79
C 1.15 -0.98 5.25
C 4.11 1.78 -1.23
O -3.18 -4.64 2.20
Li 7.24 0.89 -2.31
H 1.01 0.65 9.33
H -2.27 -1.43 4.35
O -6.80 0.08 -6.41
O -4.76 0.50 -7.30
C 2.43 -0.07 -0.75
O -6.42 -0.53 -8.46
O 2.13 4.99 3.99
H 5.76 -1.04 -1.29
C -1.17 -1.31 4.20
H 5.46 -2.59 -0.35
H -6.08 -1.10 -10.39
H 1.91 1.88 -1.72
C -4.73 -0.25 -1.54
C 2.13 -2.47 0.84
C -3.69 -3.58 1.46
H -5.72 -2.10 1.32
H 3.01 -2.00 -3.30
O 1.41 -5.29 0.68
C -2.82 1.56 -2.17
H 3.18 -3.36 -0.73
C -3.65 -0.11 -0.68
O -1.13 -0.27 8.18
C 1.68 0.05 0.54
H 6.75 -2.56 -1.66
C 2.76 6.07 3.83
H 4.95 1.60 -1.96
C -5.88 0.06 -7.38
H 1.01 -4.87 -0.11
C 5.68 -2.16 -1.36
O -4.78 -3.76 0.90
H 4.63 3.96 -1.68
H -2.39 -4.15 2.46
O 4.76 -2.57 -2.37
N 2.80 -2.47 -0.38
H -4.09 1.90 -3.87
O 0.02 1.48 1.92
C 1.57 -1.21 1.34
H 2.88 3.67 -1.13
N -4.89 0.45 -2.66
C 2.72 1.11 -1.73
O 2.79 6.70 2.78
H -0.74 -1.06 6.39
H -7.18 0.64 -4.48
H -6.10 1.73 -5.35
H 1.37 2.67 3.10
H -5.32 -0.82 2.04
O 3.38 6.38 4.88
C -6.36 0.68 -5.19
C 0.28 2.62 2.80
C -1.08 0.94 8.53
F 0.97 -0.37 -5.16
C -5.54 -0.61 -9.58
H -1.54 1.68 7.85
C 3.73 -1.58 -2.53
F -1.21 1.50 -4.86
H -0.05 3.58 2.32
C 2.96 -1.38 -1.18
O 0.60 2.61 9.02
*
```

Mulliken atomic charge list, values in e, 4 entries: number 1, H, carries 0.3323; number 2, C, carries 0.1212; number 3, H, carries 0.8059; number 4, C, carries -0.1090

---

No. 2
# C6H10O2

An isolated molecule of C6H10O2 in a non-equilibrium geometry (ωB97M-V/def2-TZVPD, the OMol25 dataset).

Output
Structure (SMILES): C1C[C@H]2COC[C@@H]1O2
Energy relative to the best compared isomer or geometry (same formula, charge and spin) (kcal/mol): 173.16
Energy (eV): -10471.6610
LUMO level (eV): 0.91

```
! wB97M-V def2-TZVPD RIJCOSX def2/J DEFGRID3
* xyz 0 1
H -2.07 -1.13 1.05
C 1.69 -1.09 -0.32
H 1.64 0.85 -1.34
C 0.02 -1.12 -0.06
O -1.71 0.22 -0.40
H -2.20 -1.74 -0.74
H -1.35 2.21 0.27
H 2.22 -1.46 0.43
H 2.71 0.86 0.16
C 1.81 0.60 -0.31
H -0.84 1.98 -1.33
H -0.29 -0.42 -1.00
C -1.57 -1.11 0.04
C 0.59 1.05 0.39
O 0.14 -0.16 1.15
C -0.86 1.35 -0.25
H 1.93 -1.35 -1.42
H 0.63 1.76 1.06
*
```

Mulliken atomic charge list, values in e, 4 entries: number 1, H, carries 0.2158; number 2, C, carries -0.6091; number 3, H, carries 0.3243; number 4, C, carries -0.2068

---

No. 3
# C27H28N5

An isolated ion of composition C27H28N5 and charge +1 in a non-equilibrium geometry (ωB97M-V/def2-TZVPD, the OMol25 dataset).

Output
Structure (SMILES): CN1c2ccccc2C([N@H+]2CCC[C@H]2Cn2cc(-c3ccccc3)nn2)c2ccccc21
Energy relative to the best compared isomer or geometry (same formula, charge and spin) (kcal/mol): 9.96
Energy (eV): -35897.1393
LUMO level (eV): -2.18

```
! wB97M-V def2-TZVPD RIJCOSX def2/J DEFGRID3
* xyz 1 1
H -2.91 -2.00 2.69
C -2.33 -0.21 1.64
H -1.81 0.00 2.58
H 1.10 1.08 -0.35
C 5.85 -0.40 1.63
C -2.04 -2.51 0.78
C 0.94 3.21 -0.04
C -3.39 -0.96 -1.71
H -3.97 -1.61 1.32
H 1.95 3.31 0.36
H -2.51 -2.70 -0.20
H 7.70 0.40 2.44
H -1.81 5.06 -0.93
N -3.02 2.71 -1.38
H 3.06 -3.37 0.01
C -1.19 4.18 -0.72
C -2.93 -1.61 1.66
C 2.87 -2.35 0.32
H 8.84 -1.84 2.49
C -1.45 0.36 -0.73
H 7.67 -3.85 1.59
C -3.79 3.90 -1.73
H -3.64 4.64 -0.93
H -0.32 -1.76 1.71
H -1.81 -3.47 1.26
H 0.41 -3.30 -0.17
H -5.09 -1.99 -2.57
C -2.86 0.26 -1.29
H -6.20 0.13 -3.33
H 5.32 -3.66 0.74
C -0.76 -1.73 0.70
C 0.10 4.33 -0.21
C -5.26 0.15 -2.78
C -4.66 1.37 -2.53
C 0.38 -2.20 -0.22
C 5.85 -2.78 1.13
H -3.00 0.62 1.39
N 1.78 -0.48 0.81
H -0.78 -0.14 -1.45
N -1.19 -0.27 0.57
H -2.82 -1.88 -1.63
C -0.91 1.78 -0.67
H 0.22 -1.90 -1.28
N 3.04 -0.28 1.12
H -0.34 0.16 0.98
H -5.07 2.28 -2.98
C 0.45 1.95 -0.39
H 5.34 0.56 1.62
C -1.72 2.89 -0.93
C 3.74 -1.42 0.85
N 1.67 -1.73 0.28
H 0.45 5.33 0.03
C 5.15 -1.54 1.18
C -4.64 -1.03 -2.35
C 7.16 -2.88 1.61
H -4.85 3.66 -1.75
H -3.45 4.33 -2.69
C -3.51 1.45 -1.71
C 7.17 -0.49 2.08
C 7.82 -1.74 2.10
*
```

Mulliken atomic charge list, values in e, 4 entries: number 1, H, carries 0.3349; number 2, C, carries -0.5912; number 3, H, carries 0.4406; number 4, H, carries 0.6840

---

No. 4
# C2H3BrN2O3

An isolated molecule of C2H3BrN2O3 in a non-equilibrium geometry (ωB97M-V/def2-TZVPD, the OMol25 dataset).

Output
Structure (SMILES): NC(=O)[C@@H](Br)[N+](=O)[O-]
Energy relative to the best compared isomer or geometry (same formula, charge and spin) (kcal/mol): 9.93
Energy (eV): -81283.8957
LUMO level (eV): -0.44

```
! wB97M-V def2-TZVPD RIJCOSX def2/J DEFGRID3
* xyz 0 1
N -0.93 0.48 0.25
H -1.96 0.66 0.51
O 1.50 -0.17 1.77
C 1.25 -0.58 -0.42
H -0.23 0.71 0.92
O 1.81 -2.12 1.08
N 1.50 -1.01 0.89
Br 2.14 1.07 -0.78
H 1.62 -1.16 -1.20
O -0.97 -0.80 -1.76
C -0.55 -0.33 -0.79
*
```

Mulliken atomic charge list, values in e, 4 entries: number 1, N, carries -0.3082; number 2, H, carries 0.2663; number 3, O, carries -0.5570; number 4, C, carries -0.6217

---

No. 5
# C2H4N4Se

A 2-piece molecular cluster, C2H4N4Se overall in a non-equilibrium geometry (ωB97M-V/def2-TZVPD, the OMol25 dataset).

Output
Energy relative to the best compared isomer or geometry (same formula, charge and spin) (kcal/mol): 23.96
Energy (eV): -73442.2470
LUMO level (eV): 0.35

```
! wB97M-V def2-TZVPD RIJCOSX def2/J DEFGRID3
* xyz 0 1
C -1.67 0.71 -0.26
Se 1.37 -0.83 -1.48
C 1.64 -1.41 0.23
N 0.76 1.37 2.03
N 1.82 -1.76 1.30
H 2.30 -1.82 -2.02
H -1.68 1.61 -0.88
H -2.37 0.84 0.57
N 0.15 0.98 1.17
H -1.98 -0.14 -0.87
N -0.33 0.45 0.21
*
```

Mulliken atomic charge list, values in e, 4 entries: number 1, C, carries -0.7623; number 2, Se, carries 0.0808; number 3, C, carries 0.2454; number 4, N, carries -0.5417

---

No. 6
# C31H38BrNO3PbSbSi2

C31H38BrNO3PbSbSi2 as an isolated structure (ωB97M-V/def2-TZVPD, the OMol25 dataset).

Output
Energy relative to the best compared isomer or geometry (same formula, charge and spin) (kcal/mol): 0.22
Energy (eV): -137984.6355
LUMO level (eV): 2.48

```
! wB97M-V def2-TZVPD RIJCOSX def2/J DEFGRID3
* xyz -1 1
H 2.60 5.95 0.54
H 1.70 1.76 0.79
H 2.98 3.73 1.57
C -3.13 0.43 -0.03
C 0.60 2.86 -0.70
H -2.14 3.64 -0.50
H 2.66 -6.49 2.69
H 1.92 1.29 3.51
H 1.21 -6.89 3.63
C -1.01 1.94 -3.26
H 4.40 -0.65 -4.11
H 2.40 -3.54 0.93
C 2.26 3.84 0.77
H -0.39 2.75 2.07
Pb -0.15 -2.35 0.05
H 1.21 -7.10 1.87
C 1.12 5.22 -0.84
Si 0.91 -4.72 2.46
H -1.86 3.19 -6.86
C 3.90 -0.68 -2.03
C -0.96 -4.88 2.58
H -2.00 2.06 2.35
C -2.76 2.80 -0.21
C 2.04 5.08 0.19
H -1.00 -1.43 4.28
H -1.96 -1.44 2.78
C 3.68 -0.97 -3.37
C -4.80 1.97 0.77
H -3.66 2.88 -5.19
H 1.04 -3.91 4.82
C 2.56 -1.68 -3.73
C -4.00 3.03 0.38
H -0.96 2.47 3.73
H 1.93 -0.48 3.64
C -2.33 2.22 -3.64
Si -0.22 0.34 2.65
N 1.83 -1.74 -1.46
C 1.54 2.73 0.32
C 0.42 -2.87 -3.17
O 0.13 -0.16 1.16
C 2.95 -1.10 -1.11
H 0.95 6.19 -1.29
H -0.30 4.23 -2.10
H -4.33 4.05 0.55
C -2.63 2.67 -4.92
C -0.30 2.57 -5.51
H 4.77 -0.14 -1.69
Sb -0.42 1.07 -1.35
C 1.38 -3.95 0.86
O -0.37 -3.18 -2.22
C -0.96 2.06 2.71
H 2.34 -1.96 -4.75
H 2.61 -3.79 4.00
H -2.26 -0.21 4.01
H -2.79 -0.59 -0.17
O 0.35 -3.14 -4.36
Br 3.29 -0.72 0.71
C -1.47 -0.79 3.52
C -4.36 0.66 0.57
C -2.31 1.49 -0.43
H -4.98 -0.17 0.87
C 0.40 4.11 -1.28
H -1.45 -3.89 2.64
H 1.34 -2.60 3.66
C -1.62 2.84 -5.86
C 1.53 -3.66 3.87
H 1.39 -4.71 0.06
H -5.76 2.15 1.24
C 1.31 0.41 3.76
H -1.36 -5.40 1.70
C -0.01 2.11 -4.23
H 0.49 2.69 -6.24
C 1.56 -6.46 2.69
H -1.27 -5.44 3.47
H -3.13 2.09 -2.92
H 1.03 1.89 -3.97
H 1.03 0.49 4.82
C 1.65 -2.05 -2.75
*
```

Mulliken atomic charge list, values in e, 4 entries: number 1, H, carries 0.3485; number 2, H, carries 0.1332; number 3, H, carries 0.4097; number 4, C, carries -0.7241

---

No. 7
# C34H25GeN3S2W

C34H25GeN3S2W as an isolated structure (ωB97M-V/def2-TZVPD, the OMol25 dataset).

Output
Energy relative to the best compared isomer or geometry (same formula, charge and spin) (kcal/mol): 17.02
Energy (eV): -120115.1317
LUMO level (alpha / beta) (eV): -11.34 / -12.37

```
! wB97M-V def2-TZVPD RIJCOSX def2/J DEFGRID3
* xyz 3 2
C 1.56 6.09 -0.18
H -2.46 1.98 1.22
C -1.15 -0.07 3.69
C 2.48 5.06 -0.01
H -1.98 -0.17 1.74
C -0.04 0.82 1.71
H -1.28 4.31 -0.62
Ge 0.00 1.72 -0.23
C -3.64 0.81 -2.27
N 5.42 0.80 1.95
H 0.95 0.91 -2.68
C -0.55 -5.50 0.59
C -1.12 0.14 2.32
C 0.93 1.15 3.90
C -4.11 1.72 -0.08
C 0.39 -2.79 -3.63
C 3.66 -1.86 3.44
H -0.49 6.64 -0.53
H -3.98 0.51 -3.25
H -2.01 -4.16 1.43
H 1.25 0.20 -5.00
C 0.75 -1.86 -4.59
H -0.14 0.30 5.55
C 0.21 -2.42 -2.30
N 3.59 -2.52 4.39
C 2.05 3.74 -0.04
C -0.09 -3.49 -1.31
C -4.55 1.29 -1.33
H 1.71 1.56 4.52
H -1.59 0.46 -2.74
C -1.83 1.14 -0.69
C -1.26 -4.31 0.66
H 3.52 5.28 0.14
C 3.67 -1.03 2.31
N -1.69 -2.03 -0.17
S 2.49 -0.12 0.01
C 0.21 5.83 -0.39
H -2.35 -2.05 0.60
C 0.61 -4.70 -1.35
C -2.29 0.77 -1.97
C 0.99 1.30 2.52
H 1.36 -4.85 -2.12
H 1.90 7.12 -0.15
H -2.21 -1.79 -1.02
C -1.03 -3.33 -0.29
H -5.60 1.33 -1.57
H 0.25 -3.82 -3.92
H 0.88 -2.17 -5.62
H -0.74 -6.28 1.32
C -0.23 4.52 -0.44
C 0.95 -0.51 -4.24
C 2.59 -1.12 1.37
H 0.93 -6.62 -0.47
H 2.77 2.95 0.07
C 4.67 -0.06 2.11
W 0.07 -0.71 0.03
C 0.38 -5.69 -0.41
H 1.84 1.81 2.09
S 1.25 -2.16 1.53
C -0.12 0.44 4.48
H -1.98 -0.59 4.15
C 0.76 -0.13 -2.94
C -2.77 1.63 0.25
C 0.37 -1.05 -1.93
C 0.69 3.48 -0.24
H -4.82 2.13 0.63
*
```

Mulliken atomic charge list, values in e, 4 entries: number 1, C, carries -0.5879; number 2, H, carries 0.6162; number 3, C, carries -1.3684; number 4, C, carries -0.8771

---

No. 8
# C31H51AsFeI2N2O7S3SbSi3

C31H51AsFeI2N2O7S3SbSi3 as an isolated structure in a non-equilibrium geometry (ωB97M-V/def2-TZVPD, the OMol25 dataset).

Output
Energy relative to the best compared isomer or geometry (same formula, charge and spin) (kcal/mol): 40.78
Energy (eV): -224397.2189
LUMO level (alpha / beta) (eV): 1.90 / 1.90

```
! wB97M-V def2-TZVPD RIJCOSX def2/J DEFGRID3
* xyz -1 5
H 4.79 0.17 2.16
H 2.27 -1.45 -5.28
C 1.15 4.33 3.24
H -1.07 -6.59 -1.76
Si 3.52 -2.43 -0.08
C 0.97 3.01 3.64
C 1.62 4.57 1.96
H 0.91 5.14 3.90
I -4.96 -3.59 3.31
H 3.89 0.94 -5.09
H 0.86 0.41 4.15
H 5.33 -4.14 0.12
C -1.77 3.46 -2.02
C 6.09 0.30 -0.69
H -3.47 -4.47 -0.94
H 5.71 -1.34 -2.86
C 2.03 -1.51 -4.22
C -3.55 -1.13 0.03
H -1.43 -6.04 2.42
C 4.81 3.00 -0.71
O -0.04 0.16 -2.23
C -0.49 -5.71 -1.47
H 0.03 -1.02 2.28
H 5.88 3.24 -0.67
C 1.90 3.49 1.14
H 4.27 3.73 -0.11
H 4.99 1.25 -3.73
O -1.71 5.13 -0.04
H 3.33 1.88 -3.72
O 0.70 1.58 -4.06
C -3.15 -5.15 -0.15
I -3.86 -1.03 -2.04
O 0.37 4.75 -1.24
H 2.02 0.00 2.85
H -3.70 -4.93 0.76
H 5.91 -2.81 -0.88
H -4.77 3.94 -3.50
C -1.33 2.36 -2.75
C 3.96 1.04 -4.00
C 2.60 -3.86 -0.94
S -0.83 4.17 -0.68
H -2.82 -1.39 3.78
N 0.04 -0.01 2.23
H -3.30 4.88 -1.70
As -1.25 -4.95 0.16
H -3.36 -6.18 -0.46
Si 4.52 1.22 -0.10
H 3.34 -1.71 2.32
S -0.61 -3.06 0.68
C -3.03 -1.31 2.72
C 5.33 -3.06 0.01
H -1.44 0.48 3.69
H -1.80 0.95 -4.27
O -1.90 0.55 -0.19
Fe 0.16 1.01 -0.03
H 5.84 -2.63 0.87
H 4.47 3.11 -1.74
C -3.97 -2.13 2.14
H -1.39 1.52 2.24
H 1.87 -2.54 1.78
C 2.96 -2.56 1.74
C 4.79 -1.75 -3.28
H -5.01 -2.67 0.33
H 1.73 5.57 1.57
C -0.85 -6.27 1.53
H 6.12 -0.71 -0.28
C 1.10 0.54 3.08
H 4.00 1.75 2.32
H 0.58 2.77 4.62
H 6.13 0.23 -1.78
S 0.25 1.53 -2.69
H 1.04 -1.08 -4.07
H 2.00 -2.56 -3.93
C 4.79 1.21 1.80
H -0.54 -4.96 -2.26
H 1.56 -3.58 -1.10
H 4.59 -2.70 -2.77
H 2.63 -4.75 -0.30
O -0.60 3.00 0.21
H 6.99 0.83 -0.35
H 5.75 1.66 2.06
H 2.21 3.64 0.12
H 3.04 -4.12 -1.91
C -3.81 3.49 -3.29
H 3.30 -3.48 2.23
C 1.30 1.99 2.77
C -4.26 -2.04 0.79
H -4.02 1.95 -4.76
H -1.07 -7.29 1.20
C -3.39 2.38 -4.00
Sb 2.38 -0.13 -0.71
C -2.55 -0.27 0.56
H 0.21 -6.19 1.78
C -1.30 0.49 2.60
Si 3.29 -0.54 -3.17
C -2.35 -0.38 1.96
H 4.98 -1.97 -4.33
H 0.55 -5.97 -1.30
C -2.15 1.82 -3.73
C -3.01 4.02 -2.30
N 1.77 2.22 1.54
O 1.23 2.13 -1.75
*
```

Mulliken atomic charge list, values in e, 4 entries: number 1, H, carries 0.2607; number 2, H, carries 0.3908; number 3, C, carries -0.5689; number 4, H, carries 0.4404